{
  "formula": "C16H35Cl2O10P",
  "method": "ωB97M-V/def2-TZVPD",
  "symbols": ["C", "Cl", "Cl", "H", "H", "C", "O", "P", "O", "O", "C", "O", "C", "H", "H", "H", "H", "H", "H", "H", "H", "H", "O", "C", "O", "C", "C", "C", "H", "H", "H", "H", "H", "H", "H", "H", "O", "C", "O", "C", "C", "C", "H", "H", "H", "H", "H", "H", "H", "H", "O", "C", "O", "C", "C", "C", "H", "H", "H", "H", "H", "H", "H", "H"],
  "coordinates": [[-2.55443, -1.50526, 3.89117], [-2.99090, 0.13327, 4.20085], [-3.73400, -2.14972, 2.74826], [-1.62946, -1.55686, 3.31682], [-2.57323, -2.02597, 4.84856], [1.37595, 1.35488, 1.22588], [0.15854, 0.73633, 1.31071], [-0.23592, -0.15293, 0.05045], [0.23707, 0.42685, -1.29777], [0.34257, -1.59852, 0.47867], [0.33919, -2.78866, -0.27547], [-1.86069, -0.25605, 0.15797], [-2.46993, -0.72842, 1.33627], [1.39970, 2.29370, 0.67256], [2.17004, 0.72049, 0.83207], [1.81550, 1.57655, 2.19838], [-0.48566, -2.96407, -0.96608], [0.36762, -3.71774, 0.29381], [1.12267, -2.97572, -1.00981], [-1.75339, -1.35002, 1.87316], [-3.34412, -1.33345, 1.09580], [-2.83472, 0.04728, 2.00957], [2.77897, 0.19708, 3.57194], [2.41923, 1.30869, 3.88228], [2.53045, 2.48985, 3.17261], [3.46299, 2.54338, 2.05726], [2.99708, 3.54137, 1.05762], [1.83349, 1.60194, 5.25850], [3.41356, 1.58268, 1.54470], [4.49578, 2.80332, 2.28937], [2.86204, 4.43155, 1.67197], [2.08302, 3.15954, 0.60283], [3.80575, 3.59970, 0.32909], [0.74355, 1.59258, 5.26330], [2.14520, 2.50532, 5.78276], [2.01324, 0.67715, 5.80675], [-0.23177, -0.92851, -4.15842], [0.85753, -1.01475, -3.55163], [1.37798, -2.10224, -2.98198], [0.60666, -3.40847, -3.09254], [1.06179, -4.12717, -4.42187], [1.57061, 0.24337, -3.16591], [-0.47333, -3.27130, -3.03862], [0.83941, -3.87111, -2.13344], [1.53412, -3.49034, -5.16983], [0.27064, -4.75422, -4.83297], [1.87636, -4.82328, -4.22189], [2.46908, 0.48484, -3.73384], [1.85521, 0.18735, -2.11521], [0.77184, 0.97902, -3.26011], [-1.25114, 2.93879, -1.19799], [-1.59238, 1.99407, -1.92992], [-2.72823, 1.24365, -1.94008], [-3.44528, 1.20072, -0.74703], [-4.09782, -0.18216, -0.56267], [-0.67175, 1.68958, -3.05881], [-4.05309, 2.07732, -0.52286], [-2.77573, 1.30186, 0.10712], [-4.88924, -0.36351, -1.28990], [-4.56442, -0.17391, 0.42237], [-3.44445, -1.03814, -0.73151], [-1.06143, 1.13935, -3.91526], [0.14511, 1.20717, -2.52206], [-0.40301, 2.64189, -3.51596]],
  "atomic_forces_ev_per_a": [[-0.154, -0.670, 0.243], [0.059, 1.335, 1.202], [-2.312, -3.129, 3.595], [0.162, -0.037, 1.295], [0.083, -0.211, -0.406], [1.901, -0.090, -0.182], [-2.202, -1.668, -0.686], [-0.487, 0.828, -2.011], [-1.924, -3.726, 7.556], [-0.089, 0.592, -0.048], [-0.180, -1.548, -1.359], [5.075, -0.810, -0.048], [0.891, -0.379, -0.921], [-2.113, -2.202, -0.035], [-0.477, -0.566, -0.778], [-2.831, -0.870, -2.053], [-0.881, 0.879, 0.557], [-0.111, 0.540, 1.054], [0.872, 1.575, 1.217], [0.076, 0.292, -0.952], [1.795, 1.067, -1.254], [0.361, 0.370, -0.794], [-0.162, 1.457, -0.541], [0.790, 0.530, 2.142], [2.348, 0.417, 1.875], [0.408, -1.024, -0.762], [0.360, 0.761, 0.556], [-0.703, -1.150, -0.048], [1.087, 0.072, 0.645], [-0.191, -0.296, 0.995], [-0.158, 0.612, -0.826], [1.574, 2.489, -0.188], [-0.172, 0.528, -0.117], [-0.197, 0.388, -0.545], [0.314, -0.170, -0.371], [0.489, 0.294, 0.387], [2.710, -1.651, 1.025], [-2.489, 1.491, -0.689], [-1.303, -1.962, -0.271], [1.151, 0.970, -1.726], [0.305, -0.483, 1.414], [2.782, -1.285, -1.025], [0.099, 0.612, -0.521], [0.494, -0.856, -1.179], [-0.754, 0.482, 0.106], [-0.133, 0.387, -0.151], [0.036, -0.141, 0.414], [-0.097, -0.224, -0.501], [0.577, -0.152, -0.736], [3.214, -0.818, -2.073], [-1.978, -2.447, -0.085], [0.791, 2.549, -1.065], [1.183, 0.772, 0.204], [-0.646, -0.028, 2.210], [-2.017, 0.935, -1.743], [-2.891, 2.323, -1.297], [-0.947, -0.093, -1.090], [-0.136, 0.570, -0.552], [-0.376, 0.435, -0.090], [-0.174, -0.184, -0.244], [-0.170, 0.557, 0.028], [-0.141, -0.535, 0.637], [-2.781, 2.028, 0.236], [0.388, 0.267, 0.370]],
  "lowdin_charge": [-0.93, 0.63, 0.69, 0.02, 0.05, -0.17, -0.13, 0.66, -0.29, -0.16, -0.11, -0.31, -0.36, 0.06, 0.11, 0.02, 0.08, 0.10, 0.05, 0.04, -0.04, 0.02, 0.13, -0.49, -0.06, -0.23, -0.05, 0.03, 0.10, 0.14, 0.10, 0.04, 0.10, 0.08, 0.09, 0.09, 0.06, -0.49, -0.03, -0.15, -0.04, -0.03, 0.11, 0.07, 0.08, 0.07, 0.06, 0.10, 0.09, -0.01, 0.07, -0.47, 0.04, -0.24, -0.06, -0.04, 0.13, 0.10, 0.08, 0.08, 0.09, 0.11, -0.02, 0.12],
  "total_energy_ev": -71959.0379,
  "gap_ev": 9.40,
  "e_above_lowest_kj_mol": 1230.4,
  "homo_ev": -9.027
}

---

{
  "formula": "C16H35F9N2O6PS",
  "method": "ωB97M-V/def2-TZVPD",
  "symbols": ["N", "C", "C", "C", "C", "C", "O", "P", "O", "O", "O", "O", "C", "C", "C", "C", "C", "F", "F", "C", "F", "F", "S", "F", "F", "F", "F", "F", "H", "H", "H", "H", "H", "H", "H", "H", "H", "H", "H", "H", "H", "H", "H", "H", "H", "H", "H", "H", "H", "C", "N", "C", "C", "C", "C", "O", "H", "H", "H", "H", "H", "H", "H", "H", "H", "H", "H", "H", "H", "H"],
  "coordinates": [[3.60368, 0.11095, 1.83921], [4.37061, -0.62924, 0.81165], [3.86891, -0.34801, -0.60540], [4.79220, 0.56120, -1.41580], [4.38964, 0.74008, -2.89917], [2.98093, 0.33028, -3.27184], [2.89838, -1.10998, -3.48336], [1.49461, -1.70896, -3.11880], [1.07033, -1.54856, -1.72091], [1.55024, -3.27387, -3.55349], [2.04356, -4.03022, -2.44251], [0.49917, -1.03574, -4.14689], [-0.82929, -1.62816, -4.19689], [-1.82960, -0.51541, -3.98812], [-1.80444, -0.00292, -2.54205], [-2.45120, 1.39525, -2.41636], [-3.76452, 1.55675, -1.66208], [-4.82277, 1.65848, -2.49595], [-3.70269, 2.76187, -1.00362], [-4.04560, 0.53595, -0.51284], [-2.86651, 0.19167, 0.09127], [-4.77801, 1.18215, 0.44189], [-5.05901, -1.01835, -0.93684], [-4.60305, -0.93817, -2.44429], [-3.81225, -1.96651, -0.61292], [-5.49404, -1.15528, 0.58934], [-6.31088, -0.11702, -1.21492], [-5.90056, -2.29646, -1.28405], [2.69166, 0.33715, 1.46844], [3.44844, -0.50674, 2.62256], [4.22553, -1.69418, 0.99041], [5.43366, -0.43047, 0.90749], [3.79380, -1.29849, -1.12337], [2.86454, 0.06225, -0.56060], [5.78882, 0.13233, -1.38085], [4.82428, 1.53489, -0.93053], [4.49132, 1.77357, -3.21409], [5.06199, 0.13437, -3.50005], [2.72461, 0.80195, -4.21682], [2.24216, 0.65401, -2.54532], [1.23871, -4.26229, -1.96355], [-0.95860, -2.05050, -5.18835], [-0.93516, -2.43111, -3.47488], [-2.80968, -0.90598, -4.25670], [-1.59305, 0.29553, -4.67210], [-0.75518, 0.08888, -2.28779], [-2.25924, -0.76388, -1.92528], [-2.63131, 1.77075, -3.41895], [-1.74560, 2.08899, -1.97545], [1.00552, -0.04819, 4.21279], [-0.01543, 0.92968, 4.71760], [0.70082, 1.96423, 5.52543], [-0.99170, 0.21882, 5.59078], [-0.71909, 1.65034, 3.58853], [-1.56728, 0.80739, 2.66736], [-0.75388, -0.15855, 2.02438], [1.64093, -0.32470, 5.05187], [0.50484, -0.92767, 3.83173], [1.59410, 0.43079, 3.43673], [1.20472, 1.47099, 6.35137], [-0.02571, 2.67909, 5.90294], [1.42476, 2.46264, 4.88629], [-1.46666, -0.57372, 5.02173], [-1.73301, 0.93262, 5.94173], [-0.45153, -0.20820, 6.43144], [0.07026, 2.14538, 3.02371], [-1.35006, 2.40386, 4.05792], [-2.00127, 1.48074, 1.92590], [-2.39095, 0.32419, 3.20273], [-1.30889, -0.69261, 1.44859]],
  "atomic_forces_ev_per_a": [[0.256, 0.217, 0.022], [-0.715, -0.334, 0.069], [0.648, -0.021, -0.137], [-0.461, 0.152, -0.035], [-0.086, -0.565, 0.439], [0.344, 0.424, -0.507], [-0.307, 0.107, 0.053], [-0.126, -0.038, 0.967], [-0.090, -0.015, -0.016], [-0.089, 0.403, -0.252], [0.509, -0.120, -0.178], [0.262, -0.990, -0.195], [-0.267, 0.623, -0.578], [-0.070, -0.252, 0.430], [-0.056, 0.294, -0.971], [0.007, -0.608, -0.114], [0.605, 0.693, -0.080], [0.041, -0.277, 0.225], [-0.014, -0.126, -0.090], [-0.595, 0.499, 1.213], [-0.776, 0.234, -0.458], [0.511, -0.559, -0.693], [0.192, -0.474, 0.798], [0.007, 0.033, -0.234], [-0.022, 0.059, -0.221], [0.052, -0.026, -0.191], [-0.009, 0.094, -0.161], [-0.014, 0.109, 0.048], [-0.132, -0.080, -0.146], [0.058, 0.005, 0.158], [0.191, -0.173, 0.009], [0.131, 0.206, 0.050], [-0.151, -0.122, -0.078], [-0.205, -0.022, 0.009], [0.221, 0.105, 0.054], [0.166, 0.126, 0.088], [0.198, 0.170, 0.001], [0.060, 0.067, -0.314], [-0.089, -0.079, -0.178], [-0.095, -0.091, 0.245], [-0.271, 0.113, 0.032], [0.166, -0.107, -0.124], [0.036, -0.027, 0.264], [-0.192, 0.090, -0.035], [0.053, 0.055, -0.190], [0.077, -0.088, 0.437], [0.159, -0.010, 0.280], [-0.221, 0.185, -0.092], [0.023, 0.060, 0.288], [0.052, -0.060, 0.222], [0.034, -0.070, -0.016], [-0.096, 0.026, -0.024], [0.007, 0.024, -0.036], [0.086, -0.011, -0.078], [0.052, -0.380, -0.137], [0.035, 0.102, 0.259], [0.015, 0.058, 0.015], [-0.028, 0.050, -0.176], [-0.008, -0.011, 0.005], [0.022, 0.008, 0.014], [0.015, 0.027, 0.012], [0.028, 0.009, 0.013], [-0.017, -0.010, -0.004], [-0.016, -0.012, 0.033], [-0.010, -0.005, 0.024], [-0.014, 0.020, -0.027], [0.012, 0.053, -0.012], [-0.082, 0.175, 0.151], [-0.036, 0.112, 0.035], [0.028, -0.022, -0.184]],
  "lowdin_charge": [-0.01, -0.25, -0.21, -0.18, -0.15, -0.21, -0.15, 0.39, -0.24, -0.18, -0.01, -0.15, -0.19, -0.16, -0.17, -0.04, -0.44, 0.12, 0.09, -0.37, 0.08, 0.10, 0.77, -0.12, -0.15, -0.13, -0.10, -0.09, 0.04, 0.04, 0.10, 0.10, 0.10, 0.09, 0.11, 0.11, 0.11, 0.12, 0.12, 0.11, 0.10, 0.13, 0.12, 0.12, 0.12, 0.10, 0.08, 0.13, 0.13, 0.01, -0.36, 0.01, 0.02, -0.09, -0.23, -0.05, 0.12, 0.11, 0.08, 0.11, 0.11, 0.12, 0.11, 0.12, 0.12, 0.15, 0.14, 0.12, 0.13, 0.09],
  "total_energy_ev": -76998.1478,
  "total_charge": 1,
  "gap_ev": 9.07,
  "homo_ev": -11.519
}